14
Properties=species:S:1:pos:R:3:forces:R:3 method="wB97M-V/def2-TZVPD" charge=+2 s_squared=0.75 energy_ha=-587.44083 multiplicity=2 homo_lumo_gap_ev="10.8 / 9.6" homo_energy_ev="-18.58 / -17.84" fmax_ha_per_bohr=0.0996 lumo_energy_ev="-7.78 / -8.26"
O 0.135 -0.036 -0.744 -0.4 -0.7 0.7
C -0.730 0.985 -1.350 1.0 2.7 1.2
C -0.369 -0.857 0.111 1.7 -0.9 -2.0
O -0.073 1.852 -1.917 0.4 -0.9 -1.0
O -1.869 1.047 -0.912 -1.1 -0.7 -0.1
C 0.525 -1.619 0.981 -4.4 -1.0 -2.4
Li -2.732 2.726 -0.910 -0.1 -0.3 -0.1
H -1.458 -0.984 0.095 0.1 0.2 0.3
H -0.479 -1.483 1.680 3.5 -0.1 1.3
H 1.559 -1.673 0.590 0.1 1.3 1.9
H 0.301 -2.697 0.840 -0.7 0.0 -0.1
Na 1.909 2.386 -3.203 -0.3 0.0 0.2
O 1.268 0.359 2.113 0.2 0.2 0.1
H 2.014 -0.005 2.628 0.0 0.1 0.1